{"formula": "C4H7BrO", "method": "wB97M-V/def2-TZVPD", "total_energy_ha": -2805.81397, "e_lumo_ha": 0.030, "relative_energy_kcal_mol": 26.3, "gap_ha": 0.3946, "total_charge": 0, "symbols": ["C", "C", "C", "Br", "C", "O", "H", "H", "H", "H", "H", "H", "H"], "xyz": [[1.261807, -1.290934, 0.092150], [0.462329, -0.088919, 0.508613], [-0.705119, 0.201413, -0.378289], [-2.222842, -0.957085, 0.028476], [-1.204078, 1.749935, -0.148173], [-2.273432, 2.146398, 0.200337], [1.623261, -1.265755, -0.949613], [0.470385, -2.026103, -0.019541], [2.086231, -1.651612, 0.748230], [1.067201, 0.719712, 0.367969], [0.005572, -0.024860, 1.445362], [-0.326328, 0.244432, -1.464670], [-0.244992, 2.243375, -0.430854]], "atomic_forces_ev_per_a": [[-0.6, -1.5, -0.3], [-0.5, -0.5, -1.3], [-1.4, 1.9, -1.4], [0.4, -0.1, -0.6], [1.1, -2.8, -0.4], [1.1, 0.0, -0.3], [0.2, 0.7, 0.4], [0.3, -1.0, 0.4], [-0.8, 0.5, -0.3], [1.8, 2.7, 0.1], [0.2, -0.6, 2.1], [-1.1, -0.6, 1.2], [-0.7, 1.4, 0.3]]}